(1)
{
  "formula": "C12H27NO7PS",
  "method": "ωB97M-V/def2-TZVPD",
  "species": ["C", "C", "C", "C", "O", "C", "P", "C", "O", "O", "S", "O", "O", "O", "C", "C", "C", "C", "C", "N", "H", "H", "H", "H", "H", "H", "H", "H", "H", "H", "H", "H", "H", "H", "H", "H", "H", "H", "H", "H", "H", "H", "H", "H", "C", "O", "H", "H", "H"],
  "xyz": [[-0.522, 3.835, -1.566], [0.599, 2.991, -2.205], [0.056, 1.968, -3.202], [-0.792, 0.877, -2.557], [-0.074, -0.374, -2.378], [-0.007, -0.851, -1.063], [-1.788, -1.009, -0.355], [-1.938, -2.834, -0.079], [-2.787, -0.789, -1.617], [0.931, 0.052, -0.377], [2.379, -0.219, -1.030], [3.297, -0.383, 0.050], [2.728, 0.704, -2.049], [2.058, -1.616, -1.722], [0.834, -2.122, -1.067], [1.271, -2.715, 0.293], [0.635, -2.194, 1.605], [1.496, -1.246, 2.438], [0.859, -1.001, 3.798], [1.546, 0.067, 4.549], [-0.203, 4.867, -1.416], [-1.441, 3.804, -2.153], [-0.791, 3.451, -0.581], [1.301, 3.656, -2.716], [1.158, 2.507, -1.409], [-0.589, 2.514, -3.897], [0.863, 1.520, -3.784], [-1.225, 1.254, -1.622], [-1.634, 0.641, -3.205], [-3.000, -3.017, -0.254], [-1.400, -3.494, -0.765], [-1.727, -3.075, 0.956], [-3.225, 0.057, -1.370], [0.404, -2.841, -1.755], [1.063, -3.786, 0.230], [2.350, -2.634, 0.393], [0.439, -3.068, 2.236], [-0.325, -1.704, 1.463], [2.527, -1.599, 2.528], [1.539, -0.280, 1.935], [-0.189, -0.726, 3.649], [0.878, -1.924, 4.388], [0.882, 0.786, 4.806], [2.213, 0.524, 3.938], [-2.143, 1.884, 1.372], [-3.009, 1.708, 0.358], [-1.811, 2.944, 1.537], [-2.520, 1.572, 2.384], [-1.167, 1.323, 1.286]],
  "spin_multiplicity": 1,
  "homo_energy_ha": -0.1188,
  "energy_ha": -1794.370613,
  "charge": -1
}

=====

(2)
{
  "formula": "C40H76FNO20SSi2",
  "method": "ωB97M-V/def2-TZVPD",
  "species": ["C", "Si", "C", "C", "O", "C", "C", "C", "C", "C", "N", "O", "S", "O", "O", "O", "C", "F", "C", "C", "C", "C", "C", "C", "C", "C", "Si", "C", "C", "C", "C", "C", "C", "C", "C", "H", "H", "H", "H", "H", "H", "H", "H", "H", "H", "H", "H", "H", "H", "H", "H", "H", "H", "H", "H", "H", "H", "H", "H", "H", "H", "H", "H", "H", "H", "H", "H", "H", "H", "H", "H", "H", "H", "H", "H", "H", "H", "H", "H", "H", "H", "C", "O", "C", "O", "O", "C", "H", "H", "H", "H", "H", "H", "C", "O", "C", "O", "O", "C", "H", "H", "H", "H", "H", "H", "C", "O", "C", "O", "O", "C", "H", "H", "H", "H", "H", "H", "C", "O", "C", "O", "O", "C", "H", "H", "H", "H", "H", "H", "C", "O", "C", "O", "O", "C", "H", "H", "H", "H", "H", "H"],
  "xyz": [[-0.151, -2.575, -8.146], [-0.154, -1.677, -6.439], [1.633, -0.995, -6.248], [-1.274, -0.146, -6.653], [-0.616, -2.719, -5.158], [-0.834, -1.922, -3.970], [-1.043, -2.796, -2.672], [0.157, -2.777, -1.622], [0.919, -1.425, -1.368], [2.428, -1.438, -1.820], [2.664, -1.781, -3.231], [0.977, -3.894, -2.105], [1.258, -5.071, -0.981], [2.597, -5.193, -0.459], [0.665, -6.251, -1.557], [0.434, -4.310, 0.257], [-0.540, -3.452, -0.346], [-1.582, -4.371, -0.660], [-1.053, -2.522, 0.807], [-1.979, -3.229, 1.865], [-1.089, -3.938, 2.977], [-1.275, -3.334, 4.419], [-0.920, -1.778, 4.494], [-1.104, -1.350, 5.999], [-0.241, -0.055, 6.410], [0.217, -0.277, 7.905], [1.050, 1.218, 8.749], [-0.065, 1.908, 10.161], [2.603, 0.512, 9.654], [1.693, 2.564, 7.566], [3.043, 3.112, 7.826], [3.669, 4.124, 6.963], [2.952, 4.630, 5.798], [1.599, 4.131, 5.547], [0.972, 3.119, 6.410], [-0.026, -1.746, -8.901], [0.761, -3.222, -8.214], [-1.114, -3.107, -8.344], [1.936, -0.351, -7.112], [1.612, -0.334, -5.339], [2.399, -1.814, -6.169], [-0.656, 0.769, -6.448], [-2.163, -0.109, -5.972], [-1.645, -0.073, -7.708], [-0.019, -1.152, -3.904], [-1.792, -1.344, -4.136], [-1.193, -3.852, -3.030], [-1.996, -2.441, -2.185], [0.342, -0.603, -1.884], [0.920, -1.125, -0.279], [2.799, -0.377, -1.684], [3.057, -2.050, -1.108], [3.067, -1.015, -3.762], [1.850, -2.176, -3.693], [-0.133, -2.182, 1.367], [-1.490, -1.583, 0.367], [-2.535, -2.404, 2.396], [-2.755, -3.903, 1.434], [-1.385, -5.024, 2.982], [0.002, -3.904, 2.724], [-2.315, -3.541, 4.805], [-0.588, -3.878, 5.133], [0.124, -1.672, 4.106], [-1.680, -1.211, 3.896], [-2.174, -1.223, 6.302], [-0.695, -2.188, 6.641], [0.604, 0.007, 5.678], [-0.960, 0.804, 6.345], [0.938, -1.146, 7.894], [-0.664, -0.591, 8.524], [-0.573, 2.857, 9.856], [-0.794, 1.095, 10.429], [0.593, 2.123, 11.052], [2.252, -0.283, 10.367], [3.177, 1.304, 10.192], [3.232, 0.018, 8.859], [3.659, 2.779, 8.695], [4.698, 4.489, 7.211], [3.474, 5.371, 5.152], [1.082, 4.554, 4.648], [-0.057, 2.779, 6.172], [7.570, 9.224, 3.150], [6.530, 8.273, 3.375], [6.888, 7.004, 3.147], [7.973, 6.629, 2.784], [5.829, 6.223, 3.395], [6.067, 4.830, 3.192], [7.165, 10.211, 3.365], [8.411, 9.040, 3.819], [7.894, 9.200, 2.109], [6.848, 4.471, 3.863], [6.331, 4.631, 2.153], [5.144, 4.300, 3.422], [-0.474, -8.076, 3.120], [-1.751, -8.441, 3.645], [-1.743, -8.737, 4.950], [-0.782, -8.717, 5.675], [-2.993, -9.059, 5.309], [-3.135, -9.400, 6.687], [-0.599, -7.859, 2.061], [-0.097, -7.180, 3.615], [0.235, -8.899, 3.222], [-2.863, -8.557, 7.323], [-2.533, -10.276, 6.931], [-4.183, -9.641, 6.859], [-4.266, 5.038, 10.233], [-5.316, 4.096, 10.451], [-4.966, 2.824, 10.228], [-3.880, 2.441, 9.875], [-6.033, 2.052, 10.467], [-5.802, 0.658, 10.268], [-4.665, 6.029, 10.443], [-3.432, 4.849, 10.910], [-3.933, 5.011, 9.195], [-5.029, 0.295, 10.946], [-5.531, 0.457, 9.231], [-6.732, 0.137, 10.490], [-1.353, 1.539, -12.941], [-2.458, 0.635, -12.927], [-2.492, -0.174, -11.863], [-1.694, -0.191, -10.961], [-3.568, -0.962, -11.975], [-3.731, -1.885, -10.898], [-1.428, 2.141, -13.845], [-1.389, 2.204, -12.078], [-0.409, 0.993, -12.968], [-3.861, -1.355, -9.953], [-2.881, -2.567, -10.843], [-4.630, -2.466, -11.097], [2.028, 5.422, -17.208], [0.927, 4.934, -16.442], [-0.253, 5.470, -16.774], [-0.439, 6.295, -17.631], [-1.190, 4.929, -15.986], [-2.511, 5.412, -16.230], [2.926, 4.919, -16.852], [1.895, 5.190, -18.265], [2.152, 6.496, -17.063], [-2.825, 5.179, -17.248], [-2.569, 6.486, -16.046], [-3.180, 4.905, -15.536]],
  "spin_multiplicity": 1,
  "homo_energy_ha": -0.3323,
  "energy_ha": -4206.326803,
  "smiles": "C[Si](C)(C)OCC[C@]1(CCN)OS(=O)(=O)O[C@@]1(F)CCCCCCCC[Si](C)(C)c1ccccc1.COC(=O)OC.COC(=O)OC.COC(=O)OC.COC(=O)OC.COC(=O)OC"
}

=====

(3)
{
  "formula": "C3HO4",
  "method": "ωB97M-V/def2-TZVPD",
  "species": ["C", "C", "C", "O", "O", "O", "O", "H"],
  "xyz": [[-0.126, 0.396, -0.523], [0.115, 1.640, -0.050], [2.083, -0.121, -0.258], [1.819, -0.970, 0.471], [-0.138, -0.159, -1.676], [0.729, 2.401, 0.626], [2.788, 0.531, -0.948], [-0.827, -0.037, 0.495]],
  "de_lowest_kcal_mol": 46.14,
  "spin_multiplicity": 1,
  "homo_energy_ha": -0.0882,
  "energy_ha": -415.859323,
  "charge": -1
}